111
Properties=species:S:1:pos:R:3:lowdin_charge:R:1 method="wB97M-V/def2-TZVPD" gap_ev="7.34 / 1.91" e_homo_ev="-10.65 / -10.65" spin_multiplicity=2 largest_force_ev_per_a=5.0 relative_energy_kcal_mol=0.0 s2=0.754 total_charge=+1
C -4.547 0.251 -4.321 0.024
C -3.276 0.049 -5.160 -0.326
C -2.498 -1.364 -4.985 -0.121
O -2.141 -1.867 -3.697 -0.188
C -1.027 -1.313 -3.032 -0.073
N -3.618 0.225 -6.509 0.331
H -4.931 1.251 -4.523 0.097
H -4.339 0.367 -3.258 0.088
H -5.257 -0.558 -4.493 0.111
H -2.573 0.857 -4.953 0.170
H -1.574 -1.224 -5.544 0.129
H -3.083 -2.153 -5.457 0.134
H -1.383 -0.369 -2.621 0.086
H -0.187 -1.255 -3.725 0.076
H -0.829 -2.010 -2.218 0.095
H -4.051 -0.594 -6.911 0.163
H -4.118 1.092 -6.644 0.162
C 2.845 -0.807 -3.514 -0.073
C 2.957 0.570 -4.099 -0.399
C 4.481 1.046 -4.224 -0.179
O 5.162 0.494 -5.325 -0.213
C 6.374 1.156 -5.542 -0.108
N 2.393 0.408 -5.464 0.029
H 3.175 -0.719 -2.479 0.048
H 3.523 -1.473 -4.048 0.097
H 1.810 -1.149 -3.530 0.047
H 2.345 1.266 -3.524 0.130
H 4.985 0.661 -3.337 0.114
H 4.515 2.123 -4.386 0.121
H 5.958 2.030 -6.043 0.093
H 7.132 0.731 -6.201 0.093
H 7.000 1.432 -4.694 0.095
H 3.237 0.096 -5.923 0.052
H 2.429 1.348 -5.832 0.061
C 2.398 3.255 5.710 -0.038
C 1.827 2.437 4.487 -0.387
C 0.997 3.278 3.498 -0.243
O 1.657 4.500 3.279 -0.179
C 0.952 5.508 2.437 -0.057
N 2.906 1.817 3.698 0.042
H 3.092 4.023 5.370 0.067
H 3.070 2.675 6.343 0.072
H 1.583 3.733 6.254 0.076
H 1.198 1.604 4.804 0.127
H 0.034 3.422 3.988 0.115
H 0.715 2.678 2.632 0.104
H 0.579 5.168 1.471 0.075
H 1.522 6.421 2.265 0.079
H 0.076 5.947 2.914 0.075
H 2.423 1.578 2.844 0.008
H 3.431 2.604 3.344 0.058
C -4.846 2.486 0.446 -0.040
C -3.584 1.704 0.741 -0.460
C -3.234 0.573 -0.265 -0.174
O -4.139 -0.521 -0.045 -0.168
C -3.801 -1.668 -0.789 -0.123
N -2.415 2.531 0.820 0.045
H -5.054 3.138 1.294 0.083
H -5.659 1.761 0.415 0.078
H -4.842 2.989 -0.521 0.080
H -3.602 1.226 1.720 0.114
H -2.259 0.159 -0.005 0.103
H -3.049 0.959 -1.268 0.108
H -2.747 -1.915 -0.656 0.072
H -3.908 -1.608 -1.872 0.065
H -4.299 -2.535 -0.357 0.094
H -2.584 3.302 1.450 0.075
H -1.869 1.913 1.403 0.045
C 1.364 -5.769 0.564 -0.076
C 0.679 -5.427 1.890 -0.280
O 1.210 -4.141 2.361 -0.093
H 1.427 -4.968 -0.171 0.069
H 0.854 -6.603 0.083 0.072
H 2.355 -6.175 0.766 0.077
H 0.870 -6.190 2.645 0.111
H -0.409 -5.402 1.837 0.090
H 0.706 -4.105 3.177 0.058
C 1.242 -1.227 0.213 -0.068
C 1.296 -0.336 1.447 -0.332
O -0.010 -0.001 1.653 -0.092
H 0.789 -2.192 0.439 0.064
H 2.268 -1.341 -0.136 0.059
H 0.663 -0.750 -0.578 0.063
H 1.943 0.524 1.274 0.093
H 1.643 -0.871 2.331 0.126
H -0.476 -0.794 1.928 0.039
C -3.415 -3.820 3.419 -0.045
C -2.718 -3.034 2.250 -0.255
O -1.722 -2.124 2.712 -0.114
H -3.716 -3.136 4.212 0.066
H -2.779 -4.591 3.856 0.070
H -4.334 -4.253 3.025 0.076
H -3.376 -2.428 1.628 0.087
H -2.279 -3.763 1.568 0.100
H -1.031 -2.576 3.201 0.078
C 5.639 1.157 0.202 -0.761
O 6.829 0.976 0.487 0.023
N 4.983 2.283 0.437 0.160
N 4.866 0.282 -0.344 0.163
H 5.374 3.079 0.920 0.121
H 4.052 2.353 0.051 0.094
H 5.316 -0.571 -0.645 0.128
H 3.933 0.515 -0.654 0.083
C -3.013 0.138 5.456 -0.770
O -3.744 0.600 6.278 0.074
N -2.198 -0.904 5.559 0.161
N -2.833 0.664 4.245 0.153
H -2.327 -1.291 6.484 0.120
H -1.790 -1.333 4.741 0.071
H -3.253 1.568 4.083 0.106
H -2.334 0.240 3.476 0.074

132
Properties=species:S:1:pos:R:3:lowdin_charge:R:1 method="wB97M-V/def2-TZVPD" gap_ev=10.95 e_homo_ev=-10.65 spin_multiplicity=1 largest_force_ev_per_a=2.5 relative_energy_kcal_mol=0.0
O 2.218 -1.880 -7.719 -0.282
S 2.052 -1.555 -9.112 0.638
O 3.138 -1.837 -10.019 -0.285
O 0.744 -2.371 -9.635 -0.259
C 0.638 -2.603 -11.034 -0.269
C -0.403 -3.696 -11.248 -0.036
C 1.404 0.129 -9.303 -0.097
H 1.586 -2.885 -11.493 0.109
H 0.293 -1.699 -11.547 0.094
H -1.404 -3.358 -10.981 0.048
H -0.152 -4.533 -10.593 0.073
H -0.398 -4.067 -12.272 0.087
H 1.176 0.273 -10.355 0.038
H 2.177 0.825 -8.983 0.061
H 0.558 0.213 -8.628 0.047
O 0.734 2.176 -7.194 -0.311
S 1.088 2.679 -5.889 0.635
O 0.322 3.699 -5.236 -0.258
O 1.202 1.439 -4.847 -0.247
C 1.282 0.112 -5.373 -0.275
C 1.041 -0.855 -4.232 -0.052
C 2.835 3.143 -5.954 -0.096
H 2.276 -0.086 -5.793 0.107
H 0.634 -0.081 -6.231 0.102
H 1.516 -0.442 -3.339 0.083
H 1.533 -1.801 -4.457 0.071
H -0.013 -1.030 -4.024 0.078
H 2.880 3.985 -6.647 0.056
H 3.499 2.313 -6.156 0.041
H 2.993 3.578 -4.965 0.071
C 7.146 -1.316 -3.207 -0.114
O 7.589 -0.580 -4.332 -0.210
P 6.624 -0.375 -5.587 0.393
O 7.196 0.425 -6.671 -0.216
O 6.240 -1.881 -5.959 -0.210
C 5.416 -2.163 -7.097 -0.079
O 5.259 0.207 -4.951 -0.234
C 5.375 1.340 -4.079 -0.086
H 6.090 -1.598 -3.207 0.091
H 7.347 -0.737 -2.305 0.093
H 7.670 -2.272 -3.131 0.094
H 5.282 -1.317 -7.776 0.080
H 4.450 -2.564 -6.806 0.075
H 6.015 -2.863 -7.685 0.097
H 4.996 2.254 -4.528 0.067
H 6.390 1.469 -3.706 0.090
H 4.758 1.113 -3.205 0.098
C 1.444 -5.018 -7.745 -0.088
O 0.590 -4.050 -7.151 -0.223
P -0.262 -4.367 -5.846 0.382
O -0.987 -5.640 -5.771 -0.223
O 0.810 -4.139 -4.683 -0.224
C 0.391 -4.378 -3.346 -0.104
O -1.163 -3.051 -5.703 -0.215
C -2.517 -3.023 -6.134 -0.087
H 2.433 -4.581 -7.873 0.083
H 1.113 -5.275 -8.752 0.078
H 1.523 -5.957 -7.197 0.093
H 1.224 -4.822 -2.799 0.091
H -0.484 -5.022 -3.302 0.086
H 0.205 -3.458 -2.785 0.083
H -2.725 -2.039 -6.552 0.067
H -3.183 -3.172 -5.283 0.093
H -2.721 -3.791 -6.880 0.089
C -7.404 -2.379 -14.073 -0.096
O -6.619 -3.326 -14.808 -0.190
P -5.602 -4.238 -14.002 0.382
O -4.709 -5.062 -14.834 -0.230
O -4.870 -3.222 -12.990 -0.224
C -3.654 -3.620 -12.354 -0.106
O -6.587 -5.063 -13.061 -0.212
C -6.149 -6.248 -12.415 -0.105
H -7.478 -1.455 -14.652 0.090
H -7.010 -2.130 -13.094 0.084
H -8.443 -2.714 -14.064 0.091
H -3.905 -4.033 -11.375 0.094
H -3.045 -2.724 -12.240 0.074
H -3.101 -4.337 -12.961 0.085
H -6.617 -7.112 -12.880 0.092
H -6.370 -6.219 -11.348 0.088
H -5.065 -6.389 -12.451 0.081
C 2.652 3.202 -14.002 -0.099
O 3.634 2.201 -13.842 -0.202
P 3.284 0.725 -13.359 0.422
O 2.597 0.615 -12.057 -0.235
O 4.718 0.023 -13.349 -0.205
C 5.278 -0.485 -12.125 -0.082
O 2.574 -0.006 -14.598 -0.215
C 2.176 -1.382 -14.541 -0.069
H 2.992 4.156 -13.612 0.090
H 1.680 3.002 -13.534 0.078
H 2.363 3.230 -15.058 0.097
H 4.731 -0.128 -11.254 0.061
H 6.317 -0.164 -12.084 0.089
H 5.218 -1.571 -12.149 0.089
H 2.536 -1.826 -15.463 0.097
H 1.090 -1.385 -14.435 0.070
H 2.557 -1.915 -13.668 0.086
C 5.410 2.316 -8.442 -0.103
O 4.285 2.447 -9.302 -0.224
P 3.847 3.895 -9.837 0.411
O 3.458 4.887 -8.824 -0.222
O 2.731 3.473 -10.924 -0.222
C 1.378 3.367 -10.499 -0.101
O 5.054 4.415 -10.733 -0.193
C 5.588 3.637 -11.802 -0.085
H 5.903 3.205 -8.057 0.105
H 6.141 1.590 -8.807 0.084
H 5.065 1.743 -7.572 0.056
H 0.873 2.768 -11.255 0.069
H 0.847 4.314 -10.371 0.102
H 1.265 2.858 -9.539 0.058
H 5.300 4.082 -12.752 0.086
H 5.291 2.590 -11.736 0.072
H 6.679 3.624 -11.796 0.095
C -2.409 -0.862 -9.225 -0.084
O -3.073 -0.039 -10.193 -0.204
P -2.226 0.978 -11.091 0.383
O -3.084 1.751 -12.004 -0.218
O -1.328 1.794 -10.068 -0.243
C -1.873 2.435 -8.885 -0.052
O -1.129 0.002 -11.729 -0.229
C -0.469 0.447 -12.905 -0.113
H -2.722 -0.503 -8.244 0.081
H -1.326 -0.875 -9.332 0.068
H -2.784 -1.881 -9.315 0.087
H -1.433 3.423 -8.833 0.094
H -1.654 1.798 -8.034 0.072
H -2.958 2.499 -8.986 0.095
H 0.613 0.388 -12.711 0.041
H -0.655 1.478 -13.204 0.094
H -0.540 -0.185 -13.795 0.087

117
Properties=species:S:1:pos:R:3:lowdin_charge:R:1 method="wB97M-V/def2-TZVPD" gap_ev=9.50 e_homo_ev=-9.37 spin_multiplicity=1 largest_force_ev_per_a=3.6 relative_energy_kcal_mol=50.0
C 0.896 3.252 2.409 -0.035
C -0.593 2.997 2.757 -0.356
C -1.025 4.033 3.807 -0.152
O -0.273 3.829 5.029 -0.245
C -0.868 4.555 6.138 -0.052
N -1.364 3.317 1.551 0.041
H 1.236 2.412 1.803 0.066
H 1.458 3.358 3.336 0.076
H 1.248 4.139 1.882 0.078
H -0.753 1.945 2.996 0.123
H -2.101 3.917 3.932 0.123
H -0.758 5.047 3.509 0.135
H -0.724 5.634 6.085 0.092
H -0.230 4.254 6.970 0.092
H -1.873 4.221 6.397 0.096
H -1.097 4.188 1.113 0.028
H -2.310 3.510 1.845 0.079
C 0.183 3.906 -1.364 -0.207
C -0.314 5.375 -1.191 -0.264
O -0.752 5.584 0.059 -0.067
O -0.796 2.873 -1.230 -0.100
H 0.951 3.726 -0.612 0.102
H 0.756 3.674 -2.262 0.110
H -1.075 5.620 -1.932 0.123
H 0.589 5.971 -1.321 0.121
H -1.089 6.465 0.236 0.119
H -1.084 2.831 -0.315 0.018
C 3.513 -1.326 -4.502 -0.211
C 2.586 -2.473 -4.705 -0.252
O 1.739 -2.238 -5.817 -0.060
O 2.768 -0.290 -3.803 -0.091
H 3.998 -0.998 -5.421 0.121
H 4.297 -1.633 -3.809 0.113
H 2.009 -2.620 -3.792 0.113
H 3.119 -3.417 -4.817 0.121
H 1.156 -1.478 -5.751 0.044
H 1.946 -0.165 -4.283 0.011
C 1.433 0.073 4.363 -0.193
C 0.492 0.835 5.338 -0.245
O 1.089 1.959 5.889 -0.060
O 2.373 -0.744 5.059 -0.070
H 1.950 0.781 3.714 0.108
H 0.789 -0.461 3.663 0.106
H 0.263 0.081 6.091 0.117
H -0.476 1.084 4.902 0.104
H 0.672 2.773 5.600 -0.005
H 3.249 -0.366 5.167 0.112
C -1.886 -5.649 0.292 -0.273
C -2.987 -4.914 1.024 -0.171
O -2.381 -3.803 1.787 -0.087
O -1.669 -4.984 -0.888 -0.028
H -2.217 -6.666 0.083 0.125
H -1.005 -5.768 0.924 0.117
H -3.536 -5.684 1.566 0.122
H -3.729 -4.530 0.325 0.120
H -1.963 -4.248 2.528 0.100
H -1.524 -4.056 -0.689 0.056
C 2.145 -4.218 2.204 -0.161
C 2.751 -3.437 3.389 -0.259
O 1.872 -3.320 4.467 -0.081
O 1.047 -3.424 1.634 -0.086
H 1.783 -5.170 2.592 0.113
H 2.891 -4.418 1.435 0.119
H 3.035 -2.418 3.129 0.111
H 3.610 -3.945 3.828 0.116
H 2.157 -2.533 4.938 0.037
H 0.275 -3.531 2.196 0.055
C 0.293 -1.113 -1.365 -0.221
C 0.408 0.154 -0.465 -0.154
O 0.959 -0.177 0.867 -0.092
O -0.527 -2.071 -0.784 -0.074
H 1.298 -1.496 -1.543 0.112
H -0.182 -0.905 -2.324 0.110
H -0.567 0.642 -0.444 0.098
H 1.090 0.828 -0.983 0.100
H 0.274 -0.607 1.385 0.033
H -0.006 -2.571 -0.151 0.056
C -3.096 -0.447 1.675 -0.165
C -3.595 -0.945 0.293 -0.255
O -4.304 -2.137 0.305 -0.054
O -1.778 -0.982 1.954 -0.099
H -3.784 -0.831 2.427 0.119
H -3.041 0.641 1.652 0.105
H -2.737 -1.052 -0.371 0.101
H -4.224 -0.201 -0.195 0.119
H -3.721 -2.754 0.752 0.022
H -1.799 -1.925 1.775 0.030
C 5.532 0.726 -0.418 -0.232
C 3.995 0.554 -0.219 -0.186
O 3.825 0.230 1.213 -0.111
O 5.970 2.014 -0.017 -0.065
H 5.768 0.499 -1.458 0.111
H 6.016 -0.040 0.188 0.111
H 3.598 -0.313 -0.746 0.105
H 3.449 1.461 -0.482 0.108
H 2.907 0.039 1.420 0.022
H 5.403 2.282 0.710 0.075
C 0.015 1.326 -4.334 -0.225
C -0.158 2.418 -5.325 -0.250
O -1.144 2.068 -6.251 -0.044
O 0.357 0.171 -5.082 -0.101
H -0.853 1.127 -3.705 0.128
H 0.903 1.563 -3.748 0.119
H 0.715 2.538 -5.966 0.135
H -0.323 3.388 -4.857 0.124
H -1.945 2.510 -5.960 0.101
H -0.371 0.241 -5.704 0.087
C -4.537 -2.408 -4.122 -0.204
C -3.206 -1.626 -4.375 -0.280
O -3.273 -0.459 -5.052 -0.040
O -5.175 -2.881 -5.335 -0.086
H -5.305 -1.787 -3.661 0.111
H -4.443 -3.233 -3.416 0.111
H -2.493 -2.250 -4.915 0.124
H -2.767 -1.486 -3.387 0.111
H -3.367 -0.680 -5.981 0.101
H -5.927 -3.338 -4.952 0.072

116
Properties=species:S:1:pos:R:3:lowdin_charge:R:1 method="wB97M-V/def2-TZVPD" gap_ev=9.12 e_homo_ev=-6.73 spin_multiplicity=1 largest_force_ev_per_a=2.0 relative_energy_kcal_mol=0.0 total_charge=-1
B 9.542 3.639 7.944 -1.270
F 9.410 4.404 9.122 0.102
F 9.905 2.308 8.212 0.096
F 8.288 3.642 7.299 0.099
F 10.472 4.332 7.160 0.126
C 4.477 4.737 9.267 -0.081
C 3.771 4.021 8.130 -0.411
C 4.414 4.509 6.805 -0.220
O 3.814 3.823 5.724 -0.188
C 4.198 4.406 4.495 -0.112
N 4.035 2.553 8.249 0.036
H 4.071 4.478 10.249 0.077
H 4.527 5.814 9.091 0.063
H 5.505 4.379 9.386 0.074
H 2.689 4.146 8.062 0.131
H 5.500 4.399 6.871 0.126
H 4.157 5.575 6.702 0.119
H 3.802 3.868 3.633 0.085
H 5.266 4.539 4.303 0.077
H 3.714 5.393 4.482 0.083
H 3.809 2.296 7.283 0.056
H 5.061 2.460 8.193 0.019
C 12.269 1.537 5.546 -0.047
C 11.164 2.157 4.728 -0.434
C 11.108 1.794 3.258 -0.213
O 12.248 2.217 2.533 -0.186
C 12.252 1.696 1.229 -0.129
N 9.833 1.884 5.334 0.077
H 12.332 2.087 6.489 0.060
H 13.250 1.691 5.089 0.078
H 12.120 0.481 5.774 0.088
H 11.255 3.250 4.776 0.122
H 10.250 2.338 2.838 0.117
H 10.936 0.717 3.141 0.129
H 12.333 0.601 1.238 0.084
H 13.129 2.050 0.691 0.082
H 11.315 1.972 0.733 0.083
H 9.336 2.765 5.225 0.041
H 9.978 1.946 6.339 0.030
C 6.425 6.473 0.973 -0.061
C 7.938 6.342 1.277 -0.423
C 8.324 4.965 1.821 -0.245
O 7.806 4.705 3.084 -0.185
C 8.641 5.208 4.137 -0.060
N 8.736 6.706 0.086 0.027
H 6.160 5.998 0.025 0.073
H 6.218 7.540 0.863 0.070
H 5.780 6.041 1.738 0.067
H 8.153 7.057 2.074 0.122
H 9.413 4.833 1.762 0.124
H 7.886 4.237 1.124 0.130
H 8.135 4.950 5.064 0.083
H 8.849 6.275 4.056 0.089
H 9.586 4.660 4.087 0.075
H 8.821 5.952 -0.589 0.065
H 8.173 7.399 -0.398 0.056
C 13.123 0.953 11.621 -0.054
C 12.493 1.843 10.581 -0.430
C 13.240 3.145 10.230 -0.170
O 13.204 4.104 11.300 -0.188
C 11.882 4.599 11.484 -0.107
N 12.242 1.057 9.351 0.051
H 14.134 0.700 11.279 0.078
H 12.581 0.006 11.645 0.077
H 13.170 1.326 12.642 0.078
H 11.510 2.097 10.978 0.100
H 12.778 3.609 9.353 0.119
H 14.297 2.969 10.026 0.124
H 11.483 5.046 10.571 0.078
H 11.959 5.410 12.211 0.086
H 11.242 3.827 11.908 0.082
H 13.154 0.772 9.006 0.088
H 11.798 1.668 8.677 0.040
C 8.761 6.567 11.453 -0.044
C 7.308 6.842 11.828 -0.436
C 7.153 7.735 13.048 -0.221
O 7.677 7.090 14.180 -0.187
C 7.445 7.774 15.385 -0.119
N 6.628 7.449 10.675 0.039
H 8.702 5.710 10.779 0.065
H 9.239 6.152 12.344 0.079
H 9.236 7.471 11.080 0.055
H 6.831 5.871 12.019 0.137
H 6.092 8.010 13.146 0.122
H 7.731 8.666 12.943 0.129
H 7.754 7.127 16.208 0.084
H 6.389 7.975 15.590 0.085
H 8.072 8.671 15.392 0.088
H 6.653 6.860 9.853 0.061
H 5.658 7.549 10.964 0.062
C 12.021 11.553 9.301 -0.073
C 10.651 11.037 9.720 -0.448
C 10.519 9.515 9.639 -0.223
O 10.887 9.062 8.352 -0.192
C 10.689 7.662 8.191 -0.077
N 10.383 11.498 11.074 0.024
H 12.170 11.358 8.239 0.075
H 12.838 11.157 9.908 0.081
H 12.112 12.638 9.416 0.068
H 9.965 11.503 9.000 0.133
H 9.476 9.241 9.827 0.114
H 11.168 9.103 10.419 0.131
H 10.393 7.135 9.099 0.063
H 11.582 7.273 7.703 0.092
H 9.847 7.578 7.494 0.092
H 9.434 11.313 11.381 0.067
H 10.517 12.488 11.222 0.062
O 10.377 -1.274 9.337 -0.096
H 10.056 -1.155 10.236 0.012
H 10.783 -0.415 9.118 -0.015
O 6.744 1.671 8.263 -0.068
H 7.264 1.069 8.812 0.040
H 7.344 2.423 8.059 0.015
O 9.043 1.337 10.672 -0.054
H 8.516 2.001 11.131 0.046
H 9.459 1.821 9.936 0.002